Record 1
Entry from the OMol25 dataset: a cluster of 14 separate species, C62H162N10O24 in total in a non-equilibrium geometry (ωB97M-V/def2-TZVPD).

## Properties
* highest occupied orbital energy: -8.17 eV
* total charge: 0
* E: -4812.14131 a.u.
* max |F|: 3.99 eV Å⁻¹

Each line ends with the Löwdin charge.
Geometry (Å):
C 0.415 -3.866 2.441  -0.0659
O -0.002 -3.458 1.126  -0.2061
C 0.377 -2.143 0.821  -0.2564
C 0.762 -1.988 -0.651  -0.1755
N 1.833 -2.852 -1.054  -0.0478
C 1.535 -4.150 -1.578  -0.2000
C 2.739 -4.545 -2.419  -0.2117
O 3.934 -4.393 -1.689  -0.1800
C 4.992 -4.882 -2.388  -0.1678
H 1.504 -3.976 2.422  0.0864
H -0.059 -4.801 2.782  0.0863
H 0.070 -3.131 3.173  0.0853
H 1.312 -1.888 1.321  0.1057
H -0.322 -1.423 1.171  0.0907
H 1.120 -0.898 -0.616  0.1179
H -0.115 -2.092 -1.365  0.1430
H 2.722 -2.771 -0.676  0.0844
H 0.743 -3.986 -2.268  0.0945
H 1.234 -4.901 -0.875  0.1024
H 2.778 -3.924 -3.333  0.1108
H 2.555 -5.611 -2.749  0.1369
H 5.954 -4.618 -1.951  0.0865
H 5.076 -4.563 -3.451  0.0987
H 4.972 -6.010 -2.430  0.1016
C -9.428 -0.375 2.015  -0.0537
O -7.983 -0.696 2.180  -0.1805
C -7.179 -0.622 1.048  -0.2767
C -5.726 -1.034 1.231  -0.1886
N -5.033 -0.797 -0.085  -0.0488
C -3.554 -0.914 -0.080  -0.1642
C -3.029 -2.224 0.491  -0.2228
O -3.654 -3.259 -0.201  -0.2037
C -3.653 -4.468 0.431  -0.1410
H -9.717 0.542 1.535  0.0726
H -9.890 -0.515 2.986  0.0829
H -9.869 -1.085 1.342  0.0675
H -7.123 0.455 0.744  0.1175
H -7.556 -1.113 0.111  0.1296
H -5.609 -2.053 1.642  0.1176
H -5.284 -0.302 1.881  0.0941
H -5.408 -1.501 -0.748  0.1106
H -3.143 -0.113 0.572  0.1099
H -3.292 -0.833 -1.116  0.0798
H -3.262 -2.293 1.608  0.1397
H -1.953 -2.375 0.531  0.0830
H -4.142 -5.223 -0.301  0.1203
H -4.278 -4.424 1.372  0.1000
H -2.673 -4.856 0.687  0.0721
C -4.005 0.625 -3.141  -0.0652
O -2.576 0.371 -3.081  -0.2022
C -1.849 1.446 -3.620  -0.2537
C -0.367 1.335 -3.385  -0.1312
N 0.112 1.244 -1.941  -0.0530
C -0.182 2.376 -1.139  -0.2120
C 0.542 2.224 0.221  -0.1705
O -0.077 1.180 1.023  -0.2203
C -1.252 1.786 1.630  -0.0851
H -4.491 -0.321 -2.777  0.0747
H -4.253 0.822 -4.250  0.1203
H -4.277 1.341 -2.450  0.0532
H -2.163 2.383 -3.223  0.0966
H -1.905 1.468 -4.742  0.1294
H 0.190 2.196 -3.795  0.1014
H -0.035 0.411 -3.850  0.0782
H -0.171 0.386 -1.490  0.0841
H -1.262 2.531 -1.061  0.0978
H 0.224 3.332 -1.556  0.1265
H 0.439 3.179 0.776  0.0972
H 1.585 2.013 -0.038  0.0996
H -0.994 2.727 2.102  0.0721
H -1.661 1.063 2.372  0.1006
H -1.962 2.000 0.781  0.0854
C -2.136 4.524 -6.096  -0.0621
O -0.906 4.104 -5.416  -0.2356
C 0.205 4.385 -6.225  -0.2442
C 1.451 4.295 -5.344  -0.1819
N 1.256 4.788 -3.976  -0.0869
C 0.895 6.192 -3.878  -0.1993
C 1.413 6.739 -2.596  -0.2198
O 0.653 7.953 -2.383  -0.2195
C 1.057 8.711 -1.247  -0.0930
H -2.186 5.622 -6.202  0.0906
H -2.873 3.964 -5.550  0.0717
H -2.074 4.190 -7.196  0.1076
H 0.021 5.345 -6.695  0.1126
H 0.453 3.590 -6.987  0.1370
H 2.292 4.843 -5.762  0.1215
H 1.739 3.223 -5.202  0.1223
H 0.484 4.275 -3.527  0.0892
H -0.240 6.504 -3.848  0.1482
H 1.403 6.611 -4.713  0.1114
H 2.478 6.964 -2.517  0.1290
H 1.221 6.085 -1.713  0.1066
H 1.161 8.047 -0.356  0.0802
H 0.232 9.385 -1.115  0.0809
H 2.067 9.151 -1.372  0.0935
C -1.669 -10.868 4.077  -0.0944
O -0.285 -10.594 4.287  -0.1970
C 0.226 -9.608 3.474  -0.2768
C 1.595 -9.229 4.010  -0.1940
N 1.593 -8.633 5.352  -0.0531
C 1.242 -7.213 5.456  -0.2108
C 2.435 -6.365 5.239  -0.2606
O 2.039 -5.007 5.359  -0.2208
C 3.126 -4.067 5.270  -0.1034
H -1.917 -11.733 4.726  0.0941
H -1.885 -11.073 3.016  0.0858
H -2.276 -9.972 4.397  0.0995
H -0.421 -8.682 3.477  0.1266
H 0.171 -9.928 2.480  0.0972
H 2.218 -8.688 3.308  0.1090
H 2.144 -10.194 3.958  0.1241
H 1.150 -9.255 5.995  0.0957
H 0.796 -7.066 6.498  0.1540
H 0.540 -6.967 4.673  0.0961
H 2.937 -6.523 4.263  0.1261
H 3.194 -6.637 6.024  0.1340
H 2.739 -2.970 5.467  0.0916
H 3.477 -3.996 4.167  0.1023
H 3.935 -4.286 5.988  0.0832
C -2.244 -1.985 -9.007  -0.0881
O -2.677 -2.320 -7.678  -0.2003
C -1.992 -1.645 -6.674  -0.2333
C -0.489 -2.001 -6.597  -0.2240
N 0.116 -1.494 -5.367  -0.0501
C 1.540 -1.905 -5.271  -0.1772
C 2.347 -1.147 -4.170  -0.2043
O 3.758 -1.354 -4.379  -0.2009
C 4.614 -1.234 -3.246  -0.0930
H -1.087 -2.025 -9.074  0.1077
H -2.642 -0.995 -9.377  0.1012
H -2.661 -2.717 -9.644  0.0623
H -2.476 -1.956 -5.724  0.0896
H -2.067 -0.489 -6.753  0.1504
H 0.049 -1.513 -7.394  0.0976
H -0.386 -3.070 -6.729  0.1159
H -0.465 -1.727 -4.590  0.0791
H 2.129 -1.590 -6.188  0.1344
H 1.707 -2.990 -5.211  0.1064
H 2.042 -1.536 -3.151  0.1078
H 2.248 -0.003 -4.174  0.1330
H 4.353 -1.900 -2.483  0.0427
H 4.528 -0.263 -2.763  0.0687
H 5.643 -1.425 -3.500  0.0875
C 4.869 -0.554 1.446  -0.1130
O 4.104 0.566 1.157  -0.2080
C 4.891 1.759 1.189  -0.1818
C 4.701 2.412 2.524  -0.1925
N 3.497 3.270 2.537  -0.0316
C 3.345 3.826 3.852  -0.1919
C 4.082 5.190 4.147  -0.1992
O 3.656 5.559 5.427  -0.1861
C 4.622 6.025 6.353  -0.1028
H 4.334 -1.450 1.319  0.0701
H 5.195 -0.651 2.497  0.1043
H 5.678 -0.626 0.805  0.0669
H 4.608 2.481 0.384  0.1284
H 5.977 1.528 0.992  0.1402
H 5.538 2.999 2.852  0.1024
H 4.649 1.641 3.296  0.1077
H 2.724 2.653 2.340  0.0905
H 3.565 3.136 4.671  0.1083
H 2.287 4.060 3.914  0.1089
H 3.866 5.920 3.391  0.1104
H 5.188 5.103 4.119  0.1077
H 5.154 5.214 6.860  0.0612
H 4.120 6.558 7.153  0.0801
H 5.369 6.750 5.932  0.1033
C -0.626 -7.964 -0.840  -0.0796
O -1.752 -7.269 -1.414  -0.2274
C -1.421 -6.008 -2.065  -0.1893
C -2.396 -5.815 -3.254  -0.2075
N -2.010 -4.625 -3.890  -0.0466
C -2.895 -3.500 -3.703  -0.1883
C -4.205 -3.623 -4.496  -0.1819
O -5.028 -2.495 -4.098  -0.2247
C -6.150 -2.381 -4.973  -0.1123
H -0.961 -8.982 -0.776  0.0760
H -0.405 -7.479 0.118  0.0822
H 0.168 -7.796 -1.607  0.0880
H -0.380 -6.097 -2.419  0.0946
H -1.427 -5.156 -1.364  0.1107
H -3.403 -5.788 -2.852  0.1121
H -2.356 -6.701 -3.814  0.1105
H -1.832 -4.737 -4.856  0.1018
H -2.432 -2.568 -4.013  0.0830
H -3.127 -3.418 -2.672  0.1000
H -4.733 -4.550 -4.243  0.1218
H -4.019 -3.506 -5.573  0.1111
H -5.928 -2.264 -6.044  0.0805
H -6.736 -1.494 -4.649  0.0923
H -6.691 -3.375 -4.853  0.1014
C 7.568 3.056 5.405  -0.1183
O 7.197 2.004 6.248  -0.1953
C 6.323 2.338 7.326  -0.1978
C 5.415 1.131 7.707  -0.1804
N 4.493 0.821 6.611  -0.0443
C 3.626 -0.350 6.602  -0.2136
C 2.495 -0.139 5.688  -0.2766
O 2.876 -0.279 4.323  -0.1961
C 1.717 0.096 3.515  -0.0836
H 8.048 3.915 5.912  0.0954
H 6.710 3.474 4.858  0.0610
H 8.282 2.680 4.698  0.0824
H 5.680 3.150 6.970  0.0956
H 6.973 2.647 8.111  0.1112
H 4.902 1.436 8.658  0.1241
H 6.099 0.273 7.976  0.1237
H 4.910 0.964 5.737  0.0748
H 3.190 -0.577 7.579  0.1308
H 4.152 -1.238 6.235  0.1123
H 2.112 0.846 5.838  0.1044
H 1.619 -0.896 5.854  0.1493
H 2.019 0.214 2.475  0.0597
H 1.302 1.071 3.836  0.0952
H 0.961 -0.689 3.477  0.0745
C -4.218 4.502 3.891  -0.1250
O -3.818 3.537 2.954  -0.1954
C -4.895 2.888 2.327  -0.2060
C -5.612 3.801 1.289  -0.2090
N -4.767 4.275 0.180  -0.0276
C -5.343 5.206 -0.778  -0.2294
C -4.477 5.718 -1.858  -0.1899
O -3.245 6.321 -1.346  -0.1682
C -2.183 5.662 -1.974  -0.1285
H -4.814 5.315 3.470  0.0856
H -3.368 4.988 4.290  0.0646
H -4.797 4.158 4.764  0.0971
H -5.650 2.738 3.140  0.1272
H -4.592 1.922 1.832  0.1188
H -6.159 4.556 1.866  0.1017
H -6.430 3.157 0.913  0.1120
H -3.981 4.682 0.650  0.0813
H -5.917 5.987 -0.298  0.1100
H -6.170 4.661 -1.280  0.1295
H -5.089 6.525 -2.357  0.1423
H -4.204 5.010 -2.567  0.0801
H -2.246 5.647 -3.073  0.0822
H -2.158 4.648 -1.570  0.0758
H -1.192 6.086 -1.741  0.0812
O 3.562 5.473 0.109  -0.1214
H 3.416 5.044 -0.764  -0.0165
H 3.728 4.703 0.740  0.0320
O 3.438 3.993 -2.146  -0.0974
H 3.271 3.024 -2.201  0.0191
H 2.825 4.355 -2.838  0.0240
O 2.971 1.293 -1.555  -0.1059
H 3.340 0.768 -0.824  0.0289
H 2.031 1.007 -1.772  0.0354
C -1.437 6.259 1.768  -0.0647
C 0.034 6.032 1.895  -0.3258
O 0.638 5.522 0.698  -0.1324
H -1.608 7.256 1.334  0.0909
H -1.966 6.252 2.717  0.0678
H -1.691 5.431 1.152  0.0532
H 0.352 5.287 2.672  0.1086
H 0.531 6.973 2.184  0.1123
H 1.589 5.794 0.750  0.0586

=====

Record 2
Entry from the OMol25 dataset: a cluster of 2 separate species, C2H5F2NS in total in a non-equilibrium geometry (ωB97M-V/def2-TZVPD).

## Properties
* SMILES: NC=S.FCF
* highest occupied orbital energy: -8.65 eV
* total charge: 0
* ΔE to the lowest compared entry with this formula, charge and spin: 57.7 kJ/mol
* E: -731.84811 a.u.
* max |F|: 1.68 eV Å⁻¹

Each line ends with the Löwdin charge.
Geometry (Å):
N 2.146 -0.577 -0.538  0.0089
C 1.263 0.036 -1.336  -0.7550
S 0.266 1.261 -0.901  0.7189
H 2.230 -0.283 0.425  0.0963
H 2.732 -1.327 -0.867  0.1019
H 1.261 -0.367 -2.353  0.0665
F -1.477 -1.541 1.648  0.0125
C -0.813 -0.425 1.260  -0.3217
F -1.599 0.286 0.415  -0.1136
H 0.096 -0.721 0.731  0.0565
H -0.601 0.185 2.145  0.1289